61
Properties=species:S:1:pos:R:3:forces:R:3:mulliken_charge:R:1 method="wB97M-V/def2-TZVPD" lumo_ev="-7.53 / -7.65" charge=+2 homo_lumo_gap_ha="0.2221 / 0.2013" e_homo_ha="-0.499 / -0.482"
Pb 0.23479 -0.57892 0.19641 0.3 -0.2 0.0 1.427
C 0.91256 6.15728 1.42837 0.0 -0.1 0.0 -1.547
C 0.25832 4.83660 1.12717 0.0 0.1 0.0 0.339
C -0.37578 4.59784 -0.08955 0.0 0.0 0.0 -1.007
C -0.95190 3.37166 -0.35761 0.0 0.0 -0.2 0.026
C -0.92191 2.33387 0.57080 0.0 0.0 0.0 0.041
N -1.49437 1.07736 0.24595 -0.1 -0.2 -0.4 0.028
C -2.79828 1.04191 -0.07729 0.1 0.2 0.2 1.027
C -3.64171 2.14125 0.27727 -0.1 0.1 0.1 -0.259
C -4.98338 2.15904 0.02267 0.0 0.0 0.0 -1.332
C -5.60899 1.06554 -0.58952 -0.1 0.0 0.0 0.379
C -7.08700 1.03555 -0.82138 0.1 0.0 0.0 -1.556
C -4.80911 -0.03364 -0.93165 0.0 -0.1 0.0 -0.475
C -3.45220 -0.06871 -0.71370 0.0 -0.2 -0.1 -0.151
N -2.76161 -1.21016 -1.21771 0.0 0.1 0.1 0.736
C -3.08871 -1.88961 -2.35013 0.0 0.0 0.0 -0.224
C -2.37069 -3.05362 -2.35862 0.0 -0.1 0.0 -0.936
C -1.62388 -3.01722 -1.17153 0.1 0.0 0.0 -0.230
N -1.85828 -1.90864 -0.47952 -0.3 0.2 -0.2 -0.978
C -0.27691 2.56462 1.78748 0.0 0.0 0.2 -0.011
C 0.29941 3.79686 2.04985 0.1 0.1 0.1 -0.183
N -0.25180 1.57089 2.80830 0.0 0.1 -0.1 0.341
C -0.35516 1.74472 4.14486 0.0 0.0 0.0 -0.117
C -0.11462 0.53248 4.74087 0.0 -0.1 0.0 -0.969
C 0.13461 -0.34452 3.67800 0.0 0.0 0.1 -0.449
N 0.05147 0.28912 2.51364 0.0 0.1 0.1 -0.359
H 0.49683 6.95511 0.81596 0.0 0.0 0.0 0.398
H 1.98362 6.10494 1.22267 0.0 0.0 0.0 0.304
H 0.79508 6.42702 2.47701 0.0 0.0 0.0 0.395
H -0.41653 5.38204 -0.83572 0.0 0.0 0.0 0.430
H -1.43651 3.19394 -1.31121 0.0 0.0 0.0 0.580
H -3.19699 2.97214 0.80691 0.0 -0.1 0.0 0.464
H -5.57400 3.01425 0.32709 0.0 0.0 0.0 0.438
H -7.50716 2.03885 -0.84280 0.0 0.0 0.0 0.401
H -7.57945 0.48807 -0.01247 0.0 0.0 0.0 0.334
H -7.33448 0.52492 -1.75162 0.0 0.0 0.0 0.398
H -5.28361 -0.90337 -1.36850 0.0 0.0 0.0 0.654
H -3.79028 -1.49081 -3.06470 0.0 0.0 0.1 0.488
H -2.38388 -3.82694 -3.10842 0.0 0.0 0.0 0.497
H -0.92593 -3.74891 -0.78873 0.0 0.0 0.0 0.485
H 0.80404 3.94848 2.99750 0.0 0.0 0.0 0.585
H -0.60671 2.70150 4.57391 0.0 0.0 -0.1 0.498
H -0.12567 0.30643 5.79373 0.0 0.0 -0.1 0.435
H 0.36587 -1.39908 3.71094 0.0 0.1 0.0 0.459
I 5.64268 0.34371 -0.41756 -0.1 0.0 -0.1 0.213
C 4.24517 0.36113 -1.92604 -0.1 0.0 0.2 -0.599
C 4.63959 0.34352 -3.25136 -0.1 0.0 0.0 -0.373
C 3.70750 0.36044 -4.27829 0.0 0.0 -0.1 -0.163
I 4.41542 0.39724 -6.21346 0.0 0.0 0.0 0.242
C 2.28959 0.35403 -4.00154 0.1 0.0 0.0 0.733
C 1.29644 0.34211 -4.99333 0.0 0.0 -0.1 -0.569
C -0.02694 0.34969 -4.63129 0.0 0.0 0.0 -1.407
C -0.35098 0.34064 -3.27570 0.0 0.0 0.1 -0.087
N 0.56155 0.33025 -2.31728 0.1 0.0 0.1 0.275
C 1.86369 0.35797 -2.66662 0.0 0.0 0.1 0.040
C 2.84726 0.41486 -1.56101 0.1 0.0 -0.2 0.841
O 2.47019 0.51193 -0.38276 -0.2 0.0 0.2 -0.599
H 5.69473 0.32692 -3.48877 0.0 0.0 0.0 0.386
H 1.57856 0.32942 -6.03767 0.0 0.0 0.0 0.262
H -0.80881 0.35704 -5.37752 0.0 0.0 0.0 0.457
H -1.38900 0.34216 -2.95789 0.1 0.0 0.0 0.543

***

101
Properties=species:S:1:pos:R:3:forces:R:3:mulliken_charge:R:1 method="wB97M-V/def2-TZVPD" lumo_ev=-1.20 homo_lumo_gap_ha=0.2569 e_homo_ha=-0.301
C 2.80712 -3.41960 2.84235 -0.1 -0.4 -0.8 -0.701
N 1.49037 -2.84978 2.40216 0.9 1.4 0.0 -0.418
C 1.31696 -1.42477 2.87111 -0.9 0.1 0.1 -0.054
C 1.84572 -0.37112 1.78043 1.0 2.8 -1.9 0.841
C 3.10203 -0.62543 0.85931 -1.9 3.2 -0.4 -0.713
C 3.55775 0.44777 -0.18621 -1.5 0.5 1.9 0.686
C 4.81547 0.13954 -1.15307 -2.5 -0.9 -0.1 -0.724
C 4.16072 -0.08382 -2.62677 1.5 0.8 -2.9 0.600
O 4.75811 0.13223 -3.70291 -1.9 -0.5 4.1 -0.575
O 2.79307 -0.51042 -2.66445 1.1 1.9 -0.3 -0.173
C 2.08052 0.03434 -3.78357 -1.2 -1.6 -5.2 0.334
C 1.28651 1.43233 -3.77495 -0.3 -0.1 1.2 -0.281
O 2.01459 -0.62717 -4.85832 0.5 2.3 4.9 -0.542
C 2.84224 1.83806 -0.36420 -1.8 -1.8 2.8 0.678
C 3.29258 2.96761 -1.39274 0.4 -0.3 -0.3 -0.674
C 4.68860 3.68180 -1.05423 -0.1 1.0 0.0 -0.904
C 4.57368 4.87730 0.01758 1.0 -1.1 0.4 0.764
F 5.92550 5.34179 0.22671 -3.3 -0.4 -0.4 -0.290
F 3.75008 5.94189 -0.41534 2.1 -2.5 1.5 -0.235
F 4.16348 4.35294 1.29187 0.6 1.8 -3.0 -0.233
C 1.60695 2.07963 0.54146 0.9 -2.4 0.3 0.788
C 1.12486 0.98521 1.57293 1.6 -0.5 -1.1 -0.248
C -0.20192 1.30523 2.43772 0.1 0.1 1.1 -0.295
O -0.30838 1.07419 3.66807 0.2 0.7 -4.4 -0.511
C -1.37848 2.00886 1.57882 -1.2 1.0 -1.6 0.093
C -0.89164 3.11619 0.56618 -2.5 -0.7 0.1 0.214
C -1.89858 3.85829 -0.34836 -0.7 -3.2 3.1 -0.736
C -3.40849 3.45649 -0.22576 2.7 -1.8 1.5 0.094
P -4.60295 4.37053 -1.41571 -1.0 -1.6 -0.8 0.144
O -6.01763 3.36140 -1.36337 3.0 0.1 -0.3 -0.511
O -3.92253 3.98585 -2.97294 0.3 -0.8 2.6 -0.440
C -3.87898 2.36915 0.77488 3.1 0.6 -0.1 -0.676
C -2.87319 1.59692 1.71178 2.2 3.2 -2.5 0.235
P -3.48539 0.23958 2.87103 -1.4 -2.0 0.3 0.975
O -2.84441 -1.27167 2.32852 0.0 2.8 1.4 -0.343
O -3.04542 0.46184 4.49878 0.1 0.5 -2.9 -0.484
S -5.43467 0.05456 2.70496 1.0 0.5 0.2 -0.440
C 0.69524 3.41387 0.49029 0.6 1.2 0.2 -0.096
O 1.17118 4.57917 0.43717 -1.8 -4.2 -0.2 -0.533
H 3.24885 -3.98160 1.93627 -0.3 0.8 1.5 0.290
H 2.62189 -4.20695 3.65804 0.5 1.4 -1.0 0.226
H 3.47912 -2.55772 3.17256 -0.5 -1.5 -0.2 0.213
H 1.45828 -2.77281 1.37197 0.1 -0.5 0.8 0.345
H 1.80370 -1.24201 3.90522 -0.6 -0.3 -2.0 0.113
H 0.18047 -1.31028 3.06190 1.8 0.3 -0.6 -0.024
H 3.66974 -1.62290 0.97817 -0.9 1.9 -0.4 0.133
H 5.57041 0.98917 -1.20105 -1.0 -1.4 -0.1 0.069
H 5.27562 -0.87141 -0.84967 -0.5 1.7 -0.4 0.433
H 0.32065 1.38880 -4.40471 2.0 -0.4 0.8 0.411
H 0.92907 1.72206 -2.71179 0.9 -0.4 -1.5 0.041
H 1.91835 2.27909 -4.22881 -0.8 -1.5 0.8 0.191
H 3.40638 2.52174 -2.45523 -0.1 0.5 1.8 0.037
H 2.51020 3.80244 -1.49973 1.0 -1.4 0.4 0.247
H 5.51085 2.99207 -0.67159 -1.3 0.9 -0.3 0.176
H 5.09174 4.16650 -2.01806 -0.6 -0.6 1.5 0.411
H -1.49066 4.63834 -1.07224 -0.9 -1.1 1.1 0.411
H -5.69030 2.44407 -1.57913 -0.6 0.8 0.3 0.377
H -3.33062 3.19708 -2.83888 -0.8 0.8 -0.4 0.320
H -4.98527 2.10299 0.81972 1.8 0.3 0.0 0.394
H -3.13213 -1.99253 2.94070 0.0 0.3 -0.4 0.286
H -2.63818 1.34997 4.62210 -0.1 -0.8 -0.1 0.361
C -3.49939 -5.20799 2.54853 0.0 0.3 -0.2 0.587
O -3.75117 -4.16339 3.13603 0.1 0.2 0.2 -0.707
N -3.34904 -6.39001 3.19309 0.0 -0.5 0.7 -0.379
N -3.34919 -5.27470 1.20593 0.1 0.3 -0.5 -0.149
H -3.14289 -7.25684 2.72986 0.0 0.1 -0.1 0.156
H -3.45321 -6.38322 4.19457 0.0 0.0 -0.2 0.229
H -3.45354 -4.41663 0.69020 0.0 -0.2 0.2 0.087
H -3.14191 -6.12511 0.70613 -0.2 -0.1 -0.1 0.212
C 3.77062 -0.17924 6.11474 -0.1 0.0 -0.2 0.540
O 3.34183 -0.56643 5.03692 0.2 0.0 0.1 -0.572
N 4.21666 -1.02886 7.07185 0.2 -0.7 0.3 -0.403
N 3.83656 1.13256 6.44484 -0.1 0.7 -0.2 -0.389
H 4.57205 -0.73142 7.96221 0.0 0.0 -0.1 0.154
H 4.18337 -2.01351 6.86319 0.0 0.2 0.1 0.219
H 3.51352 1.79543 5.75824 0.0 -0.1 0.1 0.221
H 4.18470 1.47142 7.32309 0.0 -0.1 -0.1 0.156
C -3.71143 -0.41530 -2.05832 0.0 -0.2 0.1 0.586
O -3.95487 0.63169 -1.47301 -0.1 0.3 -0.2 -0.468
N -3.56499 -1.59368 -1.40909 0.0 -0.3 0.6 -0.334
N -3.56725 -0.48530 -3.40458 0.0 0.4 -0.6 -0.391
H -3.36524 -2.46352 -1.86802 0.0 0.1 0.0 0.097
H -3.66522 -1.58117 -0.40453 0.0 0.0 -0.1 0.144
H -3.66941 0.37224 -3.92277 0.0 -0.2 0.0 0.214
H -3.36753 -1.33385 -3.90210 0.0 0.1 0.1 0.154
C -3.37792 -7.85843 -1.71679 0.0 0.0 0.1 0.660
O -3.37896 -7.67229 -0.50742 0.0 0.0 0.0 -0.714
N -2.45447 -7.30608 -2.54033 0.6 0.5 -0.1 -0.388
N -4.29974 -8.63262 -2.33618 -0.6 -0.4 0.1 -0.410
H -2.43620 -7.44641 -3.53417 0.0 0.0 0.1 0.173
H -1.75093 -6.72322 -2.11617 -0.1 -0.1 -0.1 0.221
H -5.00353 -9.06102 -1.75662 0.1 0.1 -0.1 0.222
H -4.31674 -8.79831 -3.32598 0.0 0.0 0.1 0.164
C 0.04568 4.53133 -5.29776 -0.1 -0.2 -0.1 0.675
O 0.15126 3.32424 -5.46516 -0.2 0.4 -0.1 -0.629
N -0.25414 5.07874 -4.09423 -0.1 0.0 0.7 -0.279
N 0.21929 5.42591 -6.30028 0.2 0.2 -0.7 -0.424
H -0.34534 6.06594 -3.93560 0.0 -0.1 0.0 0.181
H -0.39084 4.44536 -3.32322 0.0 0.1 -0.2 0.112
H 0.44352 5.05734 -7.21041 -0.1 0.1 0.2 0.248
H 0.13725 6.41955 -6.18370 0.0 -0.1 0.0 0.146

***

18
Properties=species:S:1:pos:R:3:forces:R:3:mulliken_charge:R:1 method="wB97M-V/def2-TZVPD" lumo_ev="4.02 / 3.96" charge=-1 homo_lumo_gap_ha="0.1286 / 0.2405" e_homo_ha="0.019 / -0.095" de_lowest_kcal_mol=45.89 multiplicity=2
C 1.85267 -0.49580 0.90687 -1.7 -2.8 -4.4 -0.647
C 0.95549 0.71010 0.29230 1.5 -1.3 0.9 -0.791
C -0.25690 0.35717 -0.50670 0.3 1.2 -0.1 0.584
C -0.21975 -0.54169 -1.53423 3.6 0.2 2.8 -1.482
C -2.60242 0.85318 -0.66668 0.3 4.6 1.3 -1.248
C -1.34514 1.25491 -0.36372 1.5 -0.7 0.7 -0.151
N 1.11223 -1.69830 1.51362 1.9 4.0 2.7 -0.569
H 2.48216 -0.96987 0.04800 -0.9 1.0 1.0 0.180
H 2.56787 -0.17412 1.56546 1.5 1.1 2.0 0.559
H 1.53442 1.40270 -0.34350 0.7 -0.4 0.3 0.296
H 0.74447 1.26494 1.18914 -0.8 0.5 0.3 0.255
H 0.69072 -1.06337 -1.70219 0.5 -0.8 -0.3 0.297
H -1.04439 -0.71917 -2.03594 -3.7 -0.9 -2.8 0.435
H -3.36887 1.39902 -0.22099 -1.5 1.6 0.4 0.237
H -3.00862 0.03032 -1.00535 -0.8 -4.7 -1.8 0.380
H -1.03292 2.27876 -0.02470 -1.0 -1.0 0.2 0.235
H 1.61760 -2.11792 2.31320 -0.6 0.2 -1.3 0.163
H 0.72821 -2.27043 0.85456 -1.0 -1.9 -1.9 0.264

***

23
Properties=species:S:1:pos:R:3:forces:R:3:mulliken_charge:R:1 method="wB97M-V/def2-TZVPD" lumo_ev=-3.60 charge=+1 homo_lumo_gap_ha=0.3055 e_homo_ha=-0.438 de_lowest_kcal_mol=82.19
C -0.31847 -3.38575 -0.48028 1.2 4.8 -0.5 -0.818
C -0.25040 -2.29847 -1.45407 1.1 -0.4 4.7 -0.118
C 0.13625 -2.84101 0.69666 0.5 1.3 -0.3 -0.190
C -0.78609 1.14079 -1.77808 -2.7 -1.2 -0.7 -0.844
C 0.99492 -0.49589 1.42196 0.6 0.2 -1.3 -0.301
C -0.14563 2.16988 -1.12971 2.8 0.5 -1.1 0.175
C 0.84862 -0.44534 2.74923 -2.2 -1.9 -0.3 0.087
N 0.20773 -1.20544 -0.79453 -0.6 0.1 -0.5 -0.659
N 0.38847 -1.45309 0.53530 -0.4 -3.3 -1.1 0.400
N -0.59500 2.67149 -0.04196 -0.1 1.4 1.5 -0.259
O 1.46378 0.43775 3.49611 0.9 1.4 0.9 -0.448
H -0.50170 -4.35878 -0.66084 -0.7 -3.0 -0.5 0.466
H -0.37676 -2.31974 -2.49669 -0.3 0.2 -1.0 0.464
H 0.49584 -3.40834 1.53431 -0.3 0.3 0.6 0.384
H -0.31010 0.13313 -1.29041 0.2 0.4 0.0 0.292
H -0.44751 1.05847 -2.79308 -0.4 -0.2 -0.7 0.327
H 1.73068 0.19362 0.90327 -1.0 -1.0 0.6 0.242
H 0.89971 2.52198 -1.53280 -2.0 -0.7 1.1 0.307
H 0.13064 -1.11092 3.37102 1.4 1.1 -1.3 0.300
H -1.93981 1.02456 -1.58556 2.2 0.3 -0.5 0.296
H -1.61230 2.47431 0.16392 1.8 0.6 0.5 0.296
H 0.08971 3.25270 0.50572 -1.9 -0.5 -0.4 0.295
H 1.96243 1.08712 2.96307 -0.2 -0.5 0.3 0.306

***

So what do the calculations give for electronic energy? Going down the list: -2309.7996; -4128.2895; -289.8226; -513.0833 hartree.